1.
Density functional theory data (ωB97M-V with the def2-TZVPD basis set) for an isolated molecule of C5H5NO.

Positions of all 12 atoms, in Å:
C 2.256326 -0.713387 -0.524496
C 1.201788 -0.210009 -0.251056
C -0.109590 0.388776 0.019727
C -1.016640 -0.602632 0.775516
O -0.060630 1.553536 0.790761
C -0.703525 0.701888 -1.321141
N -1.587849 0.373058 -1.980509
H 3.200297 -1.151637 -0.747877
H -1.114106 -1.553577 0.246880
H -0.558676 -0.788108 1.749799
H -2.009184 -0.171871 0.930831
H 0.501787 2.173959 0.311564

Forces on the atoms, in the same order (eV/Å):
-0.3 0.2 0.2
0.7 -0.3 0.1
0.1 -0.1 0.0
0.0 0.0 0.0
0.4 0.4 0.2
-1.4 -1.5 0.8
0.1 0.8 -1.2
0.0 0.0 0.0
0.1 0.2 0.0
0.0 0.1 -0.1
0.2 0.0 -0.1
0.0 0.2 0.3

Max |F| (hartree/bohr): 0.04294
Energy (hartree): -323.4090
Relative energy (zero: lowest compared OMol25 entry of this formula, charge and spin) (kcal/mol): 69.4
Orbital gap (eV): 11.186
SMILES string: C#C[C@@](C)(O)C#N
HOMO (eV): -10.92

=====

2.
Density functional theory data (ωB97M-V with the def2-TZVPD basis set) for a cluster of 2 separate species, C5H5NO in total.

Positions of all 12 atoms, in Å:
O -1.360774 -1.728737 1.039992
C -1.073005 -0.722937 0.566232
C -0.626098 0.487597 0.118421
C 0.958283 0.558388 0.081994
C 0.223301 0.458745 -1.185806
C 0.180882 -0.733272 -2.025744
N 0.206807 -1.691945 -2.674630
H 0.333995 0.523290 3.034979
H -1.232906 1.348174 0.394490
H 1.394365 -0.407221 0.371205
H 0.686253 0.803778 2.438160
H 0.042687 1.378199 -1.744243

Forces on the atoms, in the same order (eV/Å):
0.3 1.1 -0.6
-0.1 -1.0 0.5
-0.3 0.0 0.1
0.2 -0.1 -0.1
0.0 0.1 -0.1
0.1 -0.8 -0.5
-0.1 0.9 0.6
0.0 0.0 0.0
0.1 -0.2 0.0
-0.1 0.1 -0.1
0.0 0.0 0.1
0.0 -0.2 0.1

Max |F| (hartree/bohr): 0.02522
Energy (hartree): -323.3198
Relative energy (zero: lowest compared OMol25 entry of this formula, charge and spin) (kcal/mol): 125.5
Orbital gap (eV): 7.962
HOMO (eV): -8.39

=====

3.
Density functional theory data (ωB97M-V with the def2-TZVPD basis set) for an isolated molecule of C5H5NO.

Positions of all 12 atoms, in Å:
N -1.067102 1.987476 1.963552
C -0.466989 1.602369 1.053318
C 0.369055 1.068624 -0.039003
O 1.351506 0.184175 0.558885
C 0.811769 -0.935704 -0.109204
C -0.652456 -1.125495 -0.032577
C -0.214322 -0.018789 -0.922177
H 0.842871 1.885433 -0.587705
H 1.505636 -1.781477 -0.192171
H -0.956563 -2.009332 -0.585726
H -1.204486 -0.927315 0.876887
H -0.350609 0.101337 -1.991397

Forces on the atoms, in the same order (eV/Å):
0.5 -0.3 -0.9
-0.6 0.5 0.6
0.5 0.1 0.3
-0.4 0.4 0.6
-0.1 0.0 -0.9
-0.3 -0.2 0.4
1.2 -0.7 -0.1
0.1 -0.1 0.1
-0.3 0.5 -0.7
-0.1 0.0 0.2
-0.2 0.1 0.1
-0.3 -0.1 0.3

Max |F| (hartree/bohr): 0.02696
Energy (hartree): -323.4108
Relative energy (zero: lowest compared OMol25 entry of this formula, charge and spin) (kcal/mol): 68.3
Orbital gap (eV): 10.408
SMILES string: N#C[C@H]1O[C@H]2C[C@H]21
HOMO (eV): -9.55

=====

4.
Density functional theory data (ωB97M-V with the def2-TZVPD basis set) for an isolated molecule of C5H5NO.

Positions of all 12 atoms, in Å:
H 0.117527 -2.670348 -0.519839
N 0.821423 -2.073881 -0.099159
C 0.569481 -0.839067 -0.049033
C -0.864994 -0.217462 -0.259934
C -1.128349 0.852869 -1.011664
C 1.305826 0.068688 0.781278
C 0.669301 1.192976 1.085236
O 0.548199 2.296059 1.463000
H -1.615948 -1.004573 -0.274128
H -0.482637 1.716415 -0.967528
H -2.075092 0.977770 -1.516021
H 2.135261 -0.299448 1.367791

Forces on the atoms, in the same order (eV/Å):
-0.3 0.3 -0.2
0.8 -0.3 -0.6
-3.1 0.7 2.3
0.8 -2.3 -2.9
0.0 0.4 1.1
-0.1 -0.4 -0.5
2.6 2.4 1.7
-1.0 -1.6 -0.7
-0.1 0.0 0.2
0.4 0.0 -0.9
-0.3 0.2 0.3
0.2 0.5 0.1

Max |F| (hartree/bohr): 0.07661
Energy (hartree): -323.4088
Relative energy (zero: lowest compared OMol25 entry of this formula, charge and spin) (kcal/mol): 69.6
Orbital gap (eV): 9.138
SMILES string: [H]/N=C(\C=C)C=C=O
HOMO (eV): -9.12

=====

5.
Density functional theory data (ωB97M-V with the def2-TZVPD basis set) for an isolated molecule of C5H5NO.

Positions of all 12 atoms, in Å:
C 2.953858 -0.576241 -0.066687
C 1.888562 -0.008023 -0.001412
C 0.546867 0.427530 0.467929
O 0.295622 0.546915 1.658504
C -0.590468 0.599052 -0.521376
C -1.571636 -0.514652 -0.325525
N -1.863277 0.823436 0.149139
H 3.897879 -1.087192 -0.205637
H -0.484768 1.056475 -1.515615
H -1.267468 -1.290090 0.383771
H -2.172195 -0.849889 -1.167190
H -1.632980 0.872681 1.144102

Forces on the atoms, in the same order (eV/Å):
-0.2 0.2 -0.4
-0.1 -0.3 0.8
-0.1 0.3 0.0
0.8 -0.2 -1.0
0.2 -0.1 0.0
-0.1 -0.3 -0.1
0.1 0.0 0.1
-0.6 0.4 0.1
0.4 -0.3 0.6
-0.3 0.2 -0.1
0.2 0.0 0.1
-0.3 0.1 -0.1

Max |F| (hartree/bohr): 0.02573
Energy (hartree): -323.3967
Relative energy (zero: lowest compared OMol25 entry of this formula, charge and spin) (kcal/mol): 77.2
Orbital gap (eV): 10.035
SMILES string: C#CC(=O)[C@H]1CN1
HOMO (eV): -10.02

=====

6.
Density functional theory data (ωB97M-V with the def2-TZVPD basis set) for an isolated molecule of C5H5NO.

Positions of all 12 atoms, in Å:
C -1.341450 -0.188787 0.533158
C -0.053356 -0.550870 0.474483
C 0.803584 -0.631995 1.628336
N 1.475213 -0.807524 2.555794
C 0.547414 -0.443038 -0.914721
C 0.310305 1.068026 -0.929757
O 0.941789 1.775559 -0.185448
H -1.927306 -0.270295 -0.377958
H -1.807950 0.269416 1.391763
H -0.023287 -1.036545 -1.636944
H 1.616542 -0.634556 -1.009664
H -0.541498 1.450610 -1.529043

Forces on the atoms, in the same order (eV/Å):
-0.1 -0.5 0.3
-0.5 -0.2 0.1
0.4 -0.1 0.8
-0.6 0.3 -1.0
0.1 0.0 0.1
0.7 0.5 -0.2
0.0 0.3 -0.8
0.0 0.3 0.1
-0.1 -0.6 0.3
0.1 0.4 0.0
-0.1 -0.2 0.3
0.1 0.0 0.0

Max |F| (hartree/bohr): 0.02291
Energy (hartree): -323.4404
Relative energy (zero: lowest compared OMol25 entry of this formula, charge and spin) (kcal/mol): 49.8
Orbital gap (eV): 10.066
SMILES string: C=C(C#N)CC=O
HOMO (eV): -10.03

=====

7.
Density functional theory data (ωB97M-V with the def2-TZVPD basis set) for an isolated molecule of C5H5NO.

Positions of all 12 atoms, in Å:
C -1.440038 -0.521902 1.343026
C -0.762768 -0.891397 0.417080
C 0.460603 -0.688838 -0.341615
O 0.516188 -1.128653 -1.674810
C 0.902949 0.832607 -0.297622
C -0.237701 1.635522 0.137842
N -1.267970 1.879962 0.605760
H -1.993019 -0.253256 2.207185
H 1.090348 -1.295181 0.325588
H -0.252603 -1.681008 -1.855046
H 1.716046 0.983156 0.418677
H 1.267965 1.128988 -1.286065

Forces on the atoms, in the same order (eV/Å):
-0.1 -1.1 0.0
-0.6 0.4 0.4
0.1 -0.3 0.6
-0.2 -0.1 -0.1
0.0 0.0 0.1
-0.8 0.0 0.3
1.1 1.0 -0.6
-0.3 0.0 0.0
1.0 0.3 -0.6
0.1 0.0 0.0
-0.1 -0.1 -0.1
-0.2 -0.1 0.2

Max |F| (hartree/bohr): 0.03093
Energy (hartree): -323.3953
Relative energy (zero: lowest compared OMol25 entry of this formula, charge and spin) (kcal/mol): 78.0
Orbital gap (eV): 10.569
SMILES string: C#C[C@@H](O)CC#N
HOMO (eV): -10.00

=====

8.
Density functional theory data (ωB97M-V with the def2-TZVPD basis set) for an isolated molecule of C5H5NO.

Positions of all 12 atoms, in Å:
O -2.673486 0.309818 -0.276426
C -1.635337 -0.514861 0.111936
C -0.404361 -0.072925 0.160200
C 0.495098 1.176547 0.210642
C 1.729936 0.696281 -0.236276
C 1.789193 -0.799770 -0.209526
N 0.519627 -1.249139 0.181004
H -3.553692 -0.190940 0.014460
H -1.796685 -1.665057 -0.054246
H 0.130798 2.171141 0.481426
H 2.626350 1.385408 -0.149540
H 2.772560 -1.246508 -0.233656

Forces on the atoms, in the same order (eV/Å):
-2.4 -2.3 2.0
-2.6 -1.3 -2.3
5.5 -0.4 1.5
-0.4 -2.7 -1.9
-0.3 1.6 2.4
-5.4 2.2 2.0
3.7 1.4 -2.3
2.7 1.8 -1.1
0.3 2.3 0.9
0.4 -0.4 -0.4
-1.0 -1.1 -0.7
-0.5 -1.0 -0.1

Max |F| (hartree/bohr): 0.11955
Energy (hartree): -323.4030
Relative energy (zero: lowest compared OMol25 entry of this formula, charge and spin) (kcal/mol): 73.2
Orbital gap (eV): 8.883
SMILES string: O/C=C1\C=CC=N1
HOMO (eV): -9.01

=====

9.
Density functional theory data (ωB97M-V with the def2-TZVPD basis set) for an isolated molecule of C5H5NO.

Positions of all 12 atoms, in Å:
N 0.591668 -1.624280 2.489684
C -0.027332 -1.011603 1.730628
C -0.753505 -0.278967 0.686137
O -0.660798 1.141214 0.756773
C -0.229768 1.254438 -0.602853
C 1.060350 0.515455 -0.736831
C -0.086011 -0.391580 -0.670809
H -1.813024 -0.558080 0.697946
H -0.988490 0.925716 -1.331720
H 1.552453 0.618552 -1.695992
H 1.711283 0.506566 0.131122
H -0.356825 -1.097428 -1.454085

Forces on the atoms, in the same order (eV/Å):
-0.5 0.5 -0.6
0.5 -0.5 1.0
0.0 -0.4 0.3
-0.1 -0.1 0.0
-0.4 -1.2 -0.6
0.3 -0.2 -0.1
0.6 -0.8 0.4
0.2 -0.2 -0.1
-0.4 2.1 -0.5
0.0 -0.2 0.0
0.0 0.5 -0.1
-0.1 0.4 0.2

Max |F| (hartree/bohr): 0.04256
Energy (hartree): -323.3633
Relative energy (zero: lowest compared OMol25 entry of this formula, charge and spin) (kcal/mol): 98.1
Orbital gap (eV): 10.253
SMILES string: N#C[C@H]1O[C@H]2C[C@H]21
HOMO (eV): -9.50

=====

10.
Density functional theory data (ωB97M-V with the def2-TZVPD basis set) for an isolated molecule of C5H5NO.

Positions of all 12 atoms, in Å:
N 0.842428 0.920579 -0.651017
C 0.536433 -0.248818 -0.087913
C -0.424348 2.201282 -0.488059
C 1.255584 -1.345862 0.151937
C -0.948136 -0.188301 0.615444
C -1.690178 -1.068335 1.039424
O -0.272669 3.214127 -1.025846
H 1.192100 0.886774 -1.603053
H -1.189848 1.037165 0.312234
H 2.258477 -1.425962 -0.241642
H 0.846970 -2.159760 0.728141
H -2.406814 -1.822887 1.250351

Forces on the atoms, in the same order (eV/Å):
-0.5 1.3 -0.4
-0.9 0.7 1.0
0.7 -2.3 -0.2
-0.2 0.0 -0.2
0.8 -0.8 -0.5
0.1 0.7 -0.4
-0.2 -0.4 0.5
-0.1 0.1 0.1
0.5 0.9 -0.2
0.1 0.0 0.1
-0.1 -0.1 -0.1
-0.1 -0.1 0.3

Max |F| (hartree/bohr): 0.04769
Energy (hartree): -323.2945
Relative energy (zero: lowest compared OMol25 entry of this formula, charge and spin) (kcal/mol): 141.3
Orbital gap (alpha / beta) (eV): 7.633 / 7.634
HOMO (alpha / beta) (eV): -8.46 / -8.46

=====

11.
Density functional theory data (ωB97M-V with the def2-TZVPD basis set) for an isolated molecule of C5H5NO.

Positions of all 12 atoms, in Å:
N 1.049980 -1.312349 -2.499046
C 0.729230 -0.489633 -1.752754
C 0.258091 0.552339 -0.876534
C 0.746402 0.763694 0.500070
C -0.711106 0.266990 0.255188
C -0.896757 -0.987050 1.039992
O 0.009418 -1.473725 1.674582
H -0.002361 1.476025 -1.379304
H 1.463594 0.008534 0.845562
H 0.916469 1.740901 0.926592
H -1.642361 0.841083 0.113660
H -1.920598 -1.386813 1.151994

Forces on the atoms, in the same order (eV/Å):
-0.2 0.7 0.7
0.4 -0.7 -0.7
0.1 0.1 -0.4
-0.3 0.3 0.1
0.4 0.0 0.4
0.4 -0.4 0.2
-0.5 -0.5 -0.2
-0.1 -0.2 -0.3
-0.9 0.2 0.1
0.0 0.2 -0.5
0.8 0.2 0.7
0.0 0.1 -0.2

Max |F| (hartree/bohr): 0.02152
Energy (hartree): -323.4471
Relative energy (zero: lowest compared OMol25 entry of this formula, charge and spin) (kcal/mol): 45.5
Orbital gap (eV): 10.864
SMILES string: N#C[C@@H]1C[C@@H]1C=O
HOMO (eV): -10.41

=====

12.
Density functional theory data (ωB97M-V with the def2-TZVPD basis set) for a structure of composition C5H5NO.

Positions of all 12 atoms, in Å:
N -2.233140 -0.883866 0.260486
C -1.296004 -0.906936 1.011320
C -0.274241 0.209413 1.113988
O 1.109435 0.104335 1.217219
C 1.266421 0.593513 -0.135605
C 0.692747 -0.361975 -1.098877
C -0.240546 0.594172 -0.380806
H -0.689850 0.926179 1.825535
H 2.056737 1.322349 -0.273249
H 0.844566 -0.074124 -2.138415
H 0.720051 -1.438319 -0.917513
H -1.956175 -0.084741 -0.484082

Forces on the atoms, in the same order (eV/Å):
0.3 0.2 -0.2
-0.1 -0.2 0.2
-0.6 0.1 -0.1
0.2 0.0 0.0
0.2 0.3 0.0
-0.1 -0.1 -0.2
0.7 0.2 0.2
0.0 -0.1 -0.1
-0.1 -0.2 -0.1
0.0 -0.1 0.2
-0.1 0.2 0.1
-0.3 -0.3 0.2

Max |F| (hartree/bohr): 0.01365
Energy (hartree): -323.2536
Relative energy (zero: lowest compared OMol25 entry of this formula, charge and spin) (kcal/mol): 167.0
Orbital gap (alpha / beta) (eV): 8.257 / 7.410
HOMO (alpha / beta) (eV): -9.08 / -8.66